Molecular formula: C14H33CaN5OP2
Method: DFT, ωB97M-V/def2-TZVPD

Structure (XYZ):
```
56
Properties=species:S:1:pos:R:3:forces:R:3:mulliken_charge:R:1
Ca 0.0035 -0.0262 -0.7396 2.123 0.886 2.305 3.155
P -1.8237 -1.0389 0.0062 -7.871 -2.626 2.527 -0.240
P -0.2728 2.1629 -0.4395 -1.717 8.275 1.016 -0.413
N 0.5287 -1.8150 -1.3663 1.167 -7.024 -0.613 -0.447
N 1.6349 0.4829 -1.6650 4.879 1.175 -2.538 -0.343
H 2.2488 -2.7863 -2.1817 -0.115 0.239 0.343 0.510
H 3.4711 -0.4402 -2.2465 -0.337 -0.259 -0.058 0.574
H 2.5103 -1.9632 -0.6106 -0.442 -0.033 -0.294 0.205
C 1.9746 -1.8955 -1.5806 0.282 -0.338 -0.592 -0.794
H 2.1096 -0.6907 -3.3762 0.159 -0.036 0.402 0.205
C 2.3755 -0.5999 -2.2973 0.479 0.813 -0.402 -0.739
H 0.2163 -3.8983 -1.1539 -0.068 0.298 0.369 0.478
H 2.9151 2.0271 -2.2855 -0.262 0.139 0.179 0.454
C -0.1910 -2.8962 -0.9362 1.349 -0.510 -0.929 -0.266
C 1.9751 1.7786 -1.7622 0.315 0.173 -0.142 -0.175
C -1.4026 -2.7603 -0.3001 -0.390 -0.051 -0.466 -0.584
C 1.1887 2.7978 -1.2357 0.472 -0.422 -0.239 -0.674
H -2.0383 -3.6173 -0.0607 0.485 0.207 0.058 0.445
H 1.4938 3.8467 -1.2660 -0.138 -0.499 0.011 0.388
H -1.4208 2.8557 -0.9368 0.386 0.245 0.143 0.070
H -0.3487 2.6889 0.8864 0.094 0.260 -0.330 0.105
H -3.0848 -0.7871 -0.6157 -0.023 -0.769 0.112 0.045
H -2.2690 -0.9553 1.3569 -0.097 -0.943 -0.892 -0.047
H 0.4028 0.9937 -3.7323 -0.415 -0.160 -0.013 -0.002
C -0.6313 0.6180 -3.8399 -0.028 -0.088 -0.509 0.831
C -1.5921 1.7967 -3.9096 -0.092 0.029 0.021 -1.285
C -0.7260 -0.3052 -5.0542 -0.049 0.060 -0.131 -1.414
O -0.9578 -0.1533 -2.6514 -0.365 -0.775 -1.898 -0.605
H -1.3987 2.3852 -4.8226 -0.068 -0.261 0.372 0.409
H -2.6376 1.4428 -3.9293 0.401 0.129 -0.021 0.315
H -1.4563 2.4627 -3.0439 -0.069 -0.220 -0.364 0.189
H -0.0283 -1.1563 -4.9559 -0.223 0.291 -0.057 0.386
H -1.7503 -0.7039 -5.1597 0.392 0.179 0.045 0.322
H -0.4642 0.2424 -5.9760 -0.095 -0.243 0.373 0.402
H -0.4322 -1.0100 -2.6570 -0.860 1.242 -0.611 0.383
C -2.6002 0.4746 2.9374 -0.238 -1.022 -0.764 -1.214
N -1.2530 0.1839 3.5094 1.432 0.197 -2.389 0.248
C -1.3542 0.0830 4.9121 0.504 -0.126 1.593 -1.395
C 0.0704 0.0034 2.7598 0.991 -0.819 3.394 0.016
N 0.0722 -0.0109 1.4788 0.593 0.482 1.584 -0.740
N 1.3599 -0.1961 3.3662 -3.551 0.366 -0.179 0.061
C 1.6160 -0.1779 4.7789 1.406 0.020 0.149 -1.256
C 2.5574 -0.2549 2.5240 0.084 0.303 -0.634 -0.831
H -3.4262 0.6730 3.6271 1.224 2.330 1.035 0.435
H -3.2060 -0.4551 2.8931 0.965 -0.642 -1.919 0.462
H -2.6133 1.1565 2.0480 -0.232 -0.855 0.801 0.295
H -1.0207 -0.9369 5.2062 0.273 1.029 0.577 0.373
H -0.8519 0.9983 5.2662 0.169 -0.917 1.113 0.420
H -2.3766 0.1579 5.3040 0.160 -0.032 -0.603 0.450
H -0.7603 0.5183 1.4640 -1.689 0.729 -1.755 -0.245
H 2.0210 -1.1520 5.0764 0.898 0.519 0.053 0.363
H 2.1611 0.7474 5.0366 0.704 -0.820 -0.036 0.379
H 0.8168 -0.0995 5.4329 -1.917 0.124 0.389 0.498
H 2.5397 -1.1493 1.8677 0.021 0.507 0.292 0.149
H 2.6538 0.6630 1.8934 -0.189 -0.715 0.339 0.305
H 3.4693 -0.3071 3.1579 -0.863 -0.042 -0.219 0.384
```
Forces are in eV/Å.

Results
- 2S+1 = 2
- expectation value of S² = 0.78
- total charge = +1
- maximum force (eV Å⁻¹) = 8.674
- LUMO level (alpha / beta) (hartree) = -0.0823 / -0.2049
- energy relative to the best compared isomer or geometry (same formula, charge and spin) (eV) = 10.776
- HOMO-LUMO gap (alpha / beta) (eV) = 7.77 / 4.40


Molecular formula: C14H33ClIN4OP2Ru
Method: DFT, ωB97M-V/def2-TZVPD

Structure (XYZ):
```
57
Properties=species:S:1:pos:R:3:forces:R:3:mulliken_charge:R:1
C 0.0041 0.3510 -6.2029 -0.004 -0.374 -0.408 -1.178
C 0.0046 0.6093 -4.7195 0.019 3.138 0.614 0.687
H 0.0099 1.3129 -6.7586 -0.001 -0.416 0.701 0.374
H -0.8720 -0.2248 -6.5145 0.004 -0.010 0.282 0.330
H 0.8741 -0.2350 -6.5124 -0.003 -0.009 0.278 0.330
O 0.0108 1.6725 -4.1794 -0.015 -2.975 -0.924 -0.340
I -0.0075 -1.2928 -3.0679 -0.011 -0.453 -4.506 0.216
Ru -0.0029 -0.6557 -0.5826 -0.012 -2.516 2.494 -0.506
P 2.0793 0.0344 -1.0084 4.789 1.524 -1.147 1.363
C 2.7897 1.3929 -0.0187 0.352 0.322 0.161 -1.392
C 3.1288 -1.4288 -0.6677 0.121 -0.152 0.095 -1.291
H 4.0776 -1.3524 -1.2203 -0.315 0.025 0.152 0.443
H 3.7078 0.8859 -2.6558 -0.153 -0.092 0.373 0.534
H 2.5898 -2.3419 -0.9571 0.314 0.234 0.063 0.362
H 2.6119 -0.2547 -3.4063 0.001 -0.070 0.236 0.437
H 3.0113 1.0585 1.0052 -0.130 0.273 -0.319 0.319
H 3.3500 -1.4713 0.4075 -0.053 -0.098 -0.337 0.378
C 2.6628 0.5583 -2.6793 -0.073 0.060 -0.352 -1.437
H 3.7388 1.7330 -0.4782 -0.500 -0.238 0.223 0.536
H 2.0755 1.3835 -3.0838 0.001 0.016 0.266 0.387
H 2.0854 2.2387 -0.0084 0.361 -0.192 0.061 0.408
P -2.0763 0.0600 -1.0099 -4.781 1.588 -1.168 1.363
C -2.7831 1.4188 -0.0184 -0.200 0.374 0.227 -1.398
C -2.6510 0.5999 -2.6798 0.092 0.085 -0.330 -1.437
H -2.6141 -2.3116 -0.9733 -0.316 0.253 0.066 0.361
H -4.0892 -1.3028 -1.2318 0.297 0.025 0.144 0.442
H -3.3629 -1.4376 0.3953 0.047 -0.101 -0.337 0.376
C -3.1419 -1.3928 -0.6799 -0.099 -0.187 0.109 -1.288
H -2.6166 -0.2098 -3.4108 0.005 -0.088 0.226 0.436
H -3.6893 0.9471 -2.6518 0.145 -0.099 0.362 0.533
H -3.7217 1.7694 -0.4846 0.423 -0.213 0.200 0.541
H -2.0681 2.2589 0.0023 -0.424 -0.240 0.046 0.411
H -2.0493 1.4167 -3.0808 -0.008 0.007 0.266 0.388
H -3.0151 1.0854 1.0038 0.137 0.260 -0.332 0.316
Cl -0.0161 -3.0721 -0.6106 0.001 0.490 0.750 -0.303
C 0.0065 1.0647 1.9792 -0.034 0.931 0.203 -0.778
N -0.0027 -0.3692 1.6037 0.019 -0.819 1.257 1.964
C -1.2130 -1.0157 2.2548 -0.081 0.042 0.779 -0.942
N -1.2359 -0.8178 3.7135 0.601 0.328 -0.699 0.094
C -1.2190 0.6396 3.9831 0.446 -0.222 -0.223 -0.724
N 0.0025 1.2684 3.4225 -0.025 -0.304 -0.473 0.133
C 1.2178 0.6308 3.9819 -0.313 -0.177 -0.311 -0.733
N 1.2269 -0.8266 3.7139 -0.658 0.302 -0.668 0.095
C 1.2029 -1.0280 2.2556 0.042 0.098 0.806 -0.942
C -0.0080 -1.3775 4.3366 0.034 0.085 -0.408 -0.646
H -0.8786 1.5410 1.5195 0.438 -0.194 0.433 0.059
H 0.9058 1.5233 1.5326 -0.430 -0.160 0.398 0.073
H -1.2069 -2.0856 1.9940 0.016 0.323 0.163 0.146
H -2.1002 -0.5310 1.8304 0.184 -0.208 0.212 0.096
H -1.2079 0.7758 5.0697 -0.215 0.133 -0.266 0.374
H -2.1015 1.1085 3.5198 0.246 -0.090 0.324 0.340
H 2.1031 1.0932 3.5112 -0.297 -0.116 0.370 0.342
H 1.2153 0.7722 5.0658 0.200 0.118 -0.199 0.373
H 1.1818 -2.0979 1.9993 0.012 0.307 0.144 0.148
H 2.0945 -0.5503 1.8314 -0.200 -0.233 0.208 0.103
H -0.0074 -1.0512 5.3943 0.003 -0.581 -0.491 0.394
H -0.0112 -2.4699 4.2263 -0.001 0.287 0.207 0.331
```
Forces are in eV/Å.

Results
- 2S+1 = 6
- expectation value of S² = 8.77
- total charge = +2
- maximum force (eV Å⁻¹) = 5.172
- LUMO level (alpha / beta) (hartree) = -0.2615 / -0.3481
- HOMO-LUMO gap (alpha / beta) (eV) = 6.19 / 5.04


Molecular formula: C14H33CrN7O6
Method: DFT, ωB97M-V/def2-TZVPD

Structure (XYZ):
```
61
Properties=species:S:1:pos:R:3:forces:R:3:mulliken_charge:R:1
O 0.4345 -3.9008 -3.1905 -0.321 -1.066 -1.844 -0.551
H 0.4457 -4.9093 -3.3992 0.036 2.696 -0.018 0.355
Cr 0.6352 -1.2695 -0.4917 -2.724 -0.358 -1.055 -0.759
N -0.7270 -2.4852 0.2869 -1.044 0.206 -1.701 1.343
N -0.8527 -0.8790 -1.6675 -4.696 -1.458 -0.457 1.001
N 1.9098 -1.2899 0.8388 1.812 2.236 1.676 0.399
N 1.6328 0.1387 -1.3777 2.506 1.336 2.463 0.781
O -0.3912 -3.3403 1.1902 -0.031 0.332 0.962 -0.889
O 1.7732 -2.0308 1.9809 -0.624 0.155 -0.202 -0.566
O 1.3735 0.8643 -2.4531 -1.016 -0.488 0.133 -0.710
O -1.0535 0.1835 -2.4443 2.071 0.928 -0.445 -0.755
C -2.0255 -1.5274 -1.3904 1.858 1.810 -0.933 0.098
C -1.9199 -2.4797 -0.3442 2.639 -0.521 2.677 0.176
C 2.6294 -0.1413 0.7557 -1.381 -3.476 1.749 0.341
C 2.5058 0.5993 -0.4731 -1.416 0.541 -3.934 0.728
C -2.9832 -3.2532 0.2840 -0.678 -0.327 -0.335 -1.623
H -3.0124 -4.2654 -0.0981 -0.167 -0.367 0.036 0.261
H -3.8942 -2.7506 0.0433 -0.943 -0.042 -0.075 0.492
H -2.8957 -3.2802 1.3638 0.325 -0.060 0.107 0.376
C -3.3221 -1.0745 -2.0238 -0.376 -0.167 0.297 -1.397
H -3.2491 -0.9593 -3.1262 0.105 -0.207 0.724 0.284
H -3.5984 -0.0597 -1.6412 0.305 -0.723 -0.195 0.243
H -4.1487 -1.7842 -1.7547 0.785 0.700 -0.408 0.466
C 3.5296 0.2186 1.8527 0.698 0.250 0.397 -1.843
C 3.1277 1.9093 -0.8110 0.796 1.359 0.542 -1.475
H 3.7770 -0.7045 2.3632 0.378 -0.078 0.089 0.420
H 3.2025 0.8984 2.6407 -0.678 0.086 -0.262 0.262
H 4.3937 0.7076 1.4231 0.500 -0.125 0.043 0.552
H 2.4349 2.6247 -1.2793 -0.427 -0.596 0.326 0.325
H 3.9392 1.9548 -1.5693 -0.210 -0.792 0.625 0.299
H 3.4777 2.3999 0.1043 0.211 -0.106 -0.209 0.439
H 0.7927 -2.6206 1.9214 1.539 0.707 -1.219 0.411
H 0.2310 0.6264 -2.5290 -0.257 0.072 -0.583 0.443
C 0.6369 -2.6028 -4.5363 -0.231 -2.673 0.835 -0.135
H -0.3333 -2.7460 -5.0620 0.642 0.190 0.675 0.277
H 1.4293 -3.2606 -5.0746 -0.905 2.263 1.074 0.271
H 0.6992 -1.5836 -3.9764 0.514 -2.264 -0.836 0.144
O 1.4916 -2.6307 -1.4964 1.478 -1.186 -0.038 -0.536
H 1.0086 -3.6572 -2.3251 -0.253 1.335 -0.064 0.457
H 2.4136 -2.8897 -1.2584 -1.108 0.555 0.021 0.193
C -1.1607 3.3265 -0.4570 0.012 -0.323 -0.138 -1.115
N -0.8703 3.0989 0.9392 -0.379 0.400 0.667 0.185
C -0.3398 4.2527 1.6326 0.397 1.014 0.630 -1.258
C -0.6747 1.8332 1.4363 0.478 -0.017 -0.484 0.486
N -0.4941 0.8033 0.6550 -0.089 -0.949 -0.727 0.222
N -0.5957 1.6768 2.7822 0.075 0.367 -0.151 0.097
C -1.2854 2.5462 3.7210 -0.291 0.233 0.480 -1.231
C -0.2418 0.3565 3.2563 0.090 -0.213 0.060 -0.714
H -1.4703 4.3669 -0.5937 0.035 -0.289 0.038 0.464
H -1.9776 2.6786 -0.7686 0.002 -0.008 -0.217 0.337
H -0.2751 3.1293 -1.0760 -0.132 0.041 -0.163 0.273
H -1.0715 4.7371 2.3147 0.400 -0.249 -0.422 0.293
H 0.5613 4.0101 2.2353 -0.501 0.031 -0.382 0.390
H -0.0483 5.0222 0.8883 -0.079 -0.541 0.421 0.458
H -0.6811 1.0572 -0.3080 0.112 0.364 -0.018 -0.429
H -1.7086 1.8986 4.5075 0.034 0.416 -0.318 0.502
H -0.5968 3.2631 4.2120 -0.398 -0.293 -0.245 0.277
H -2.1145 3.1011 3.2426 0.469 -0.357 0.229 0.390
H -0.9290 -0.3859 2.8254 0.226 -0.019 0.210 0.193
H 0.7852 0.1074 2.9506 -0.382 -0.071 0.247 0.085
H -0.3293 0.3706 4.3492 0.210 -0.210 -0.352 0.496
```
Forces are in eV/Å.

Results
- 2S+1 = 4
- expectation value of S² = 3.90
- total charge = +1
- maximum force (eV Å⁻¹) = 4.938
- LUMO level (alpha / beta) (hartree) = -0.1327 / -0.1395
- energy relative to the best compared isomer or geometry (same formula, charge and spin) (eV) = 2.107
- HOMO-LUMO gap (alpha / beta) (eV) = 6.53 / 6.49